Here is a 9-piece molecular cluster, C28H61F17NO10P2S8 overall in a non-equilibrium geometry from the OMol25 dataset. Energies are from the ωB97M-V functional and the def2-TZVPD basis.

Last column: Löwdin charge in e.
Cartesian coordinates (Å):
N 2.2395 -1.7355 1.0741  -0.308
P 2.8364 -1.1747 -0.2960  0.792
C 1.6471 -0.0614 -1.2075  -0.632
C 1.4093 1.1912 -0.3720  -0.134
C 0.4182 2.1545 -1.0982  -0.042
C -0.7088 2.5282 -0.1464  -0.447
F -1.3333 1.4473 0.3424  0.130
F -0.1234 3.1374 0.9271  0.105
C -1.6848 3.5900 -0.7075  -0.383
F -0.9170 4.5685 -1.2013  0.156
F -2.3818 4.1594 0.2702  0.162
C -2.6039 3.1682 -1.8868  -0.359
F -1.8861 2.8391 -2.9221  0.203
F -3.2418 4.3025 -2.2485  0.133
C -3.7150 2.1093 -1.5724  -0.331
F -3.9657 1.9878 -0.2705  0.167
F -4.8564 2.5692 -2.1114  0.137
C -3.4960 0.7123 -2.2101  -0.373
F -3.7042 0.8778 -3.5235  0.159
F -2.2713 0.2869 -2.1042  0.204
C -4.5022 -0.3900 -1.7410  -0.345
F -4.8032 -1.1250 -2.8140  0.170
F -5.6555 0.1079 -1.3055  0.167
C -3.9514 -1.3745 -0.6622  -0.331
F -5.0367 -1.7600 0.0554  0.115
F -3.1492 -0.7709 0.1957  0.168
C -3.3208 -2.7029 -1.2151  -0.614
F -2.5618 -2.5281 -2.2325  0.250
F -2.5619 -3.2133 -0.2539  0.169
F -4.2722 -3.5799 -1.4346  0.197
C 0.3996 -1.0371 -1.3859  -0.294
O 0.0029 -1.2246 -2.7068  -0.375
P 0.9754 -0.2652 -3.8119  0.409
O 1.9990 0.2977 -2.5045  -0.345
H 1.3102 -1.3652 1.2508  -0.057
H 4.0618 -0.5149 -0.0371  -0.007
H 3.0284 -2.3039 -1.1308  0.014
H 2.3681 1.7076 -0.2807  0.116
H 1.1153 0.9457 0.6494  0.108
H 0.9704 3.0674 -1.2978  0.133
H 0.0462 1.6485 -1.9936  0.084
H 0.6245 -2.0578 -1.0426  0.088
H -0.3655 -0.6797 -0.6734  0.098
H 0.2499 -0.6962 -5.0084  -0.066
H 1.8914 -1.3380 -4.1276  -0.037
H 1.6304 0.7317 -4.6444  -0.041
H -0.0593 0.7474 -3.6518  -0.042
C -7.8805 1.3143 3.5373  -0.274
S -8.2874 -0.2378 2.7217  0.805
O -8.9419 -1.1099 3.7335  -0.560
C -6.5909 -0.8016 2.5452  -0.277
H -8.8112 1.8239 3.7805  0.046
H -7.3228 1.1153 4.4528  0.056
H -7.2909 1.9351 2.8619  0.050
H -6.1142 -0.8620 3.5243  0.055
H -6.0427 -0.1169 1.8984  0.048
H -6.6081 -1.7892 2.0897  0.044
C 7.2628 0.2852 2.6032  -0.264
S 5.5949 0.5605 3.2235  0.801
O 4.6577 0.2564 2.1198  -0.566
C 5.7363 2.3526 3.3364  -0.276
H 7.3836 -0.7811 2.4216  0.036
H 7.4052 0.8324 1.6708  0.060
H 7.9862 0.6131 3.3513  0.050
H 5.9792 2.7661 2.3568  0.056
H 6.5110 2.6095 4.0616  0.036
H 4.7777 2.7458 3.6712  0.044
C -2.3977 0.5189 -7.6263  -0.272
S -1.6699 2.0583 -7.0392  0.798
O -0.9797 1.7556 -5.7707  -0.547
C -3.2351 2.8524 -6.6227  -0.274
H -1.5869 -0.1524 -7.9023  0.049
H -2.9913 0.0655 -6.8318  0.055
H -3.0205 0.7198 -8.4999  0.045
H -3.7748 2.2439 -5.8957  0.043
H -3.8319 2.9820 -7.5270  0.046
H -3.0146 3.8269 -6.1903  0.046
C -3.5875 -4.2189 2.5977  -0.256
S -2.8983 -2.6052 3.0058  0.776
O -1.4546 -2.6398 2.6862  -0.521
C -3.0455 -2.7863 4.7925  -0.270
H -3.5517 -4.3399 1.5190  0.029
H -2.9968 -5.0027 3.0735  0.060
H -4.6240 -4.2669 2.9360  0.052
H -2.4840 -3.6610 5.1220  0.056
H -4.0978 -2.8874 5.0636  0.047
H -2.6345 -1.8921 5.2573  0.048
C 7.7506 -4.2644 0.1712  -0.263
S 6.0700 -3.9373 -0.3805  0.777
O 5.9862 -2.4993 -0.7381  -0.551
C 5.2980 -4.1287 1.2331  -0.247
H 8.4160 -4.1566 -0.6833  0.050
H 8.0283 -3.5480 0.9459  0.047
H 7.8139 -5.2830 0.5534  0.053
H 5.7351 -3.4200 1.9370  0.054
H 5.4425 -5.1518 1.5834  0.052
H 4.2315 -3.9243 1.1287  0.036
C 5.8938 -8.2203 -4.0658  -0.280
S 6.6220 -6.7000 -3.4346  0.800
O 7.2782 -7.0312 -2.1378  -0.568
C 5.0675 -5.8883 -3.0561  -0.281
H 6.7018 -8.9005 -4.3300  0.044
H 5.2684 -8.6763 -3.2977  0.056
H 5.3016 -7.9962 -4.9531  0.051
H 4.4937 -6.4937 -2.3535  0.064
H 4.4993 -5.7379 -3.9749  0.060
H 5.2888 -4.9246 -2.6059  -0.008
C -5.9469 5.6312 -1.5622  -0.274
S -7.5944 5.8709 -2.2380  0.806
O -7.7154 7.3036 -2.6176  -0.559
C -8.4664 5.6571 -0.6774  -0.277
H -5.2264 5.7617 -2.3653  0.046
H -5.7578 6.3672 -0.7798  0.064
H -5.8623 4.6225 -1.1613  0.039
H -8.1124 6.3918 0.0465  0.055
H -8.2996 4.6461 -0.3045  0.049
H -9.5291 5.8065 -0.8592  0.046
C 7.7422 3.8203 8.9359  -0.277
S 6.6432 2.7386 8.0074  0.801
O 7.4425 2.1374 6.9083  -0.558
C 5.6481 4.0535 7.2881  -0.272
H 8.4821 3.2004 9.4385  0.047
H 8.2438 4.5094 8.2557  0.057
H 7.1654 4.3729 9.6781  0.050
H 6.2855 4.7276 6.7149  0.059
H 5.1373 4.5985 8.0824  0.052
H 4.9117 3.5981 6.6285  0.047

Cartesian forces (eV/Å) of the 2 atoms listed first:
0.2 0.3 -0.4
-0.8 -0.4 1.3

Calculated values
relative energy (zero: lowest compared OMol25 entry of this formula, charge and spin): 87.3 kJ/mol
HOMO: -3.90 eV
net charge: -1
multiplicity: 1

Here is a 2-piece molecular cluster, C28H61N5O9P3 overall in a non-equilibrium geometry from the OMol25 dataset. Energies are from the ωB97M-V functional and the def2-TZVPD basis.

Last column: Löwdin charge in e.
Cartesian coordinates (Å):
C -4.3779 3.4740 -2.6313  0.008
C -3.8055 2.5139 -3.3359  -0.187
C -3.1727 1.2569 -2.7977  -0.176
C -1.6652 1.3302 -2.4110  -0.384
P -0.6919 0.4444 -3.8654  0.944
O 0.7668 1.2119 -3.8342  -0.266
O -1.3364 0.8957 -5.2502  -0.247
C -1.2939 0.4006 -1.2250  -0.253
C -1.6992 -1.0829 -1.3499  -0.160
C -3.1713 -1.5367 -1.3685  -0.192
C -3.3348 -3.0037 -0.9082  -0.201
C -4.5621 -3.2632 -0.0325  -0.209
C -4.6113 -4.7417 0.4397  -0.250
C -4.6590 -4.8595 1.9620  -0.112
C -1.4560 1.0981 0.1491  -0.400
C -1.1854 0.1632 1.3372  -0.121
C -2.3064 -0.7105 1.8747  -0.148
O -2.8604 -0.0520 3.0295  -0.033
C -3.9632 -0.6804 3.5535  -0.486
O -3.9290 -1.8352 3.8343  0.152
C -5.1781 0.1764 3.7710  -0.122
C -6.2779 -0.0901 2.7136  -0.060
P -3.0277 2.1521 0.3879  1.014
C -2.7771 2.8213 2.0810  -0.220
O -4.2382 1.0441 0.5548  -0.296
N -0.5063 2.2329 0.1163  -0.014
C 0.8526 2.1251 0.6950  -0.106
C 1.9694 1.8247 -0.3338  -0.149
C 2.5487 0.3930 -0.2191  -0.202
C 3.8865 0.3138 0.5124  -0.200
C 3.7497 0.3920 2.0411  -0.274
N 4.9287 -0.1973 2.6960  0.005
C -0.5960 3.0515 -0.9336  -0.389
N 0.0625 4.2695 -0.8146  0.146
N -1.2433 2.7747 -2.0776  0.035
P -0.8529 3.8336 -3.4025  0.461
O -1.4151 3.3380 -4.6483  -0.218
O 0.7299 3.9947 -3.4229  -0.108
O -1.4369 5.2525 -3.0192  -0.073
H -4.5454 4.4417 -3.0893  0.070
H -4.7477 3.3491 -1.6218  0.030
H -3.7695 2.6557 -4.4107  0.099
H -3.2918 0.4714 -3.5500  0.107
H -3.7527 0.9122 -1.9416  0.080
H 1.4091 0.5931 -3.4639  0.048
H -1.9425 1.6520 -5.2347  0.035
H -0.1918 0.3564 -1.3197  0.120
H -1.2221 -1.5080 -2.2302  0.080
H -1.2086 -1.6008 -0.5205  0.104
H -3.4963 -1.5188 -2.4131  0.108
H -3.8513 -0.8757 -0.8337  0.080
H -2.4423 -3.3500 -0.3743  0.111
H -3.4350 -3.6366 -1.7933  0.119
H -4.5492 -2.6316 0.8584  0.081
H -5.4546 -3.0801 -0.6358  0.115
H -5.4953 -5.2242 0.0208  0.103
H -3.7187 -5.2579 0.0775  0.101
H -3.8168 -4.3451 2.4274  0.064
H -5.5858 -4.4461 2.3637  0.076
H -4.6063 -5.9077 2.2635  0.071
H -0.3440 -0.4880 1.0775  0.114
H -0.8222 0.7559 2.1764  0.109
H -3.1020 -0.9392 1.1736  0.093
H -1.8730 -1.6558 2.2106  0.139
H -5.5684 -0.1208 4.7445  0.122
H -4.9292 1.2349 3.8177  0.098
H -7.2169 -0.3424 3.1999  0.080
H -6.0104 -0.8970 2.0328  0.069
H -6.4523 0.8012 2.1110  0.057
H -3.7032 2.7062 2.6439  0.038
H -2.5555 3.8847 1.9802  0.035
H -1.9771 2.3575 2.6531  0.036
H -5.0917 1.4522 0.3636  0.065
H 1.0872 3.0817 1.1637  0.124
H 0.8886 1.4115 1.5087  0.105
H 1.5736 1.9274 -1.3481  0.084
H 2.7746 2.5442 -0.1782  0.118
H 2.6985 0.0090 -1.2334  0.105
H 1.8111 -0.2739 0.2406  0.099
H 4.5648 1.0845 0.1370  0.117
H 4.3382 -0.6562 0.2927  0.102
H 2.8628 -0.1944 2.3017  0.108
H 3.5977 1.4361 2.3365  0.111
H 5.4503 0.5307 3.1699  0.077
H 4.6187 -0.8344 3.4190  0.075
H 1.0213 4.3839 -1.0920  0.113
H -0.4227 5.0199 -0.3536  0.130
H 1.0418 3.9576 -4.3420  0.118
H -0.7485 5.8566 -2.7151  0.091
C 9.2461 -3.0510 1.7414  -0.069
C 7.9053 -2.3898 1.4351  -0.435
C 7.4240 -2.5867 -0.0077  -0.213
O 8.0831 -1.8010 -0.9801  -0.192
C 9.3454 -2.2838 -1.4002  -0.105
N 7.9719 -0.9762 1.8109  0.040
H 10.0804 -2.4612 1.3621  0.065
H 9.3787 -3.1397 2.8190  0.076
H 9.3071 -4.0517 1.3092  0.078
H 7.1516 -2.8636 2.0728  0.132
H 6.3765 -2.2740 -0.0534  0.107
H 7.4592 -3.6481 -0.2906  0.121
H 9.3616 -3.3775 -1.4326  0.091
H 10.1527 -1.9321 -0.7539  0.076
H 9.5221 -1.9000 -2.4042  0.087
H 7.0420 -0.5740 1.7241  0.024
H 8.5311 -0.4981 1.1089  0.069

Cartesian forces (eV/Å) of the 2 atoms listed first:
-0.5 0.2 0.1
0.3 -0.2 -0.4

Calculated values
relative energy (zero: lowest compared OMol25 entry of this formula, charge and spin): 0.0 kJ/mol
HOMO: -10.45 eV
net charge: +1
multiplicity: 1

> Which of these has the highest HOMO?

C28H61F17NO10P2S8

> Which formula does entry 1 have?

C28H61F17NO10P2S8

> multiplicity of number 1 (C28H61F17NO10P2S8)?

1